(1)
DFT (the ωB97M-V functional and the def2-TZVPD basis) results for 23 unconnected molecules or ions with the total composition C7H58ClO23 at a distorted geometry.

Positions of all 89 atoms, in Å:
1 C -0.71726 2.37314 -0.31848
2 C 0.34703 2.17785 -1.40944
3 O -0.09116 1.49402 -2.56215
4 C -0.67256 0.18346 -2.32747
5 C 0.22737 -0.84750 -1.60864
6 C -0.31906 -1.13574 -0.16303
7 C 0.36889 -2.33413 0.49076
8 C 1.83007 -2.03591 0.90250
9 Cl -0.54950 -2.77251 2.04799
10 H -0.99693 3.42562 -0.24377
11 H -0.30791 2.08402 0.65279
12 H -1.62878 1.79965 -0.47064
13 H 0.62278 3.18274 -1.75944
14 H 1.28013 1.75076 -1.02589
15 H -1.66852 0.25841 -1.86806
16 H -0.86579 -0.23154 -3.33276
17 H 1.24673 -0.44731 -1.49151
18 H -0.16749 -0.28696 0.53206
19 H -1.39211 -1.29387 -0.22509
20 H 0.37298 -3.19643 -0.17723
21 H 2.40603 -2.95838 0.88670
22 H 1.80474 -1.61574 1.91286
23 H 2.31058 -1.31008 0.24303
24 O -2.68445 4.24672 -1.71898
25 H -2.29447 3.83927 -2.50641
26 H -3.59313 4.44609 -1.97443
27 O -1.60487 -3.34419 5.12881
28 H -1.10640 -3.11712 4.33210
29 H -1.01221 -3.10891 5.84800
30 O 3.63434 -3.84002 -0.99090
31 H 3.43791 -3.72858 -1.92876
32 H 4.50548 -4.25526 -0.97872
33 O 4.81145 -3.87158 2.15521
34 H 4.45663 -3.51667 1.33082
35 H 4.87723 -3.10058 2.72806
36 O 3.70144 -0.11825 -1.48314
37 H 4.03001 -1.02353 -1.49521
38 H 4.48537 0.41670 -1.32416
39 O -3.35192 -1.64747 -1.69314
40 H -3.65708 -2.46760 -1.29658
41 H -4.15864 -1.20025 -1.97633
42 O 7.69168 -2.91340 2.57255
43 H 7.54401 -3.15959 3.48901
44 H 7.05146 -3.44982 2.08231
45 O -0.48100 6.67259 -1.04676
46 H -0.70228 6.52563 -0.12055
47 H -1.03044 6.03345 -1.52011
48 O -6.03861 0.26596 -2.06728
49 H -6.15452 0.87061 -1.32367
50 H -6.87206 0.31401 -2.53919
51 O -7.44244 2.60221 -1.19864
52 H -7.81349 2.96162 -2.00897
53 H -7.30548 3.37328 -0.63224
54 O 8.16481 -1.50245 -0.34016
55 H 9.06454 -1.38812 -0.65644
56 H 8.26633 -1.93808 0.51375
57 O -4.25167 3.00067 0.40049
58 H -3.63194 3.19060 -0.32412
59 H -3.81564 3.37077 1.17613
60 O 1.70616 -4.85199 2.95580
61 H 1.40146 -5.68213 3.33570
62 H 0.88380 -4.38505 2.71711
63 O 3.08429 -3.83052 5.65296
64 H 3.63812 -4.59810 5.81600
65 H 2.45898 -4.13401 4.97823
66 O -4.78711 5.48380 1.65455
67 H -5.00473 5.32099 2.57751
68 H -5.26111 4.79463 1.16855
69 O 4.52617 -6.83641 -0.05742
70 H 4.37048 -6.23723 0.68695
71 H 3.70270 -6.80147 -0.55400
72 O 6.23698 -7.95907 1.99661
73 H 6.97712 -8.46826 1.65788
74 H 5.80090 -7.61545 1.20270
75 O -7.06651 5.16971 0.62124
76 H -7.95804 5.53028 0.64232
77 H -6.56103 5.74474 1.20652
78 O 0.07467 4.47975 -3.97875
79 H 0.43806 3.58587 -3.90289
80 H 0.82807 5.05605 -3.82363
81 O -1.83927 9.04976 0.12824
82 H -1.48964 8.44873 -0.54608
83 H -1.67095 9.92677 -0.22491
84 O -3.04723 -0.03802 0.87316
85 H -3.49080 0.81724 0.96206
86 H -3.40466 -0.56403 1.59493
87 O -1.46290 -0.07498 -5.92164
88 H -2.37610 0.21967 -5.96283
89 H -1.04252 0.54796 -5.31643

Summary:
net charge = -1
largest force on an atom = 2.18 eV/Å
spin multiplicity = 1
DFT total energy = -67814.1398 eV
gap between HOMO and LUMO = 3.02 eV
highest occupied orbital energy = -1.436 eV


(2)
DFT (the ωB97M-V functional and the def2-TZVPD basis) results for a gas-phase ion, CH3N2S (charge +1) at a distorted geometry.

Positions of all 7 atoms, in Å:
1 H -2.06327 1.27789 0.64874
2 N -1.35601 0.60567 0.27873
3 C -0.15361 0.74761 0.18357
4 N 0.88456 -0.22568 -0.15423
5 S 1.49560 1.57290 0.10435
6 H 0.98397 -0.96429 0.45056
7 H 1.21349 -0.69842 -1.00557

Summary:
net charge = +1
energy relative to the best compared isomer or geometry (same formula, charge and spin) = 23.5 kcal per mole
largest force on an atom = 3.72 eV/Å
SMILES = [H]/N=C1/[NH2+]S1
spin multiplicity = 1
DFT total energy = -14890.7152 eV
gap between HOMO and LUMO = 9.28 eV
highest occupied orbital energy = -15.928 eV


(3)
DFT (the ωB97M-V functional and the def2-TZVPD basis) results for a molecular structure, C32H43CoF3O4Sb2.

Positions of all 85 atoms, in Å:
1 Co -0.23273 -0.29754 -1.13373
2 C 0.92882 1.52566 -3.41714
3 C 2.10125 1.14058 -2.54952
4 O 1.85627 -0.13340 -1.94051
5 C 2.08900 -1.27455 -2.77315
6 C 1.73416 -2.46687 -1.92768
7 O 0.38764 -2.33931 -1.41351
8 C -0.61897 -3.14688 -2.05673
9 C -1.05759 -2.50404 -3.34220
10 O -1.38358 -1.15982 -2.99785
11 C -1.55876 -0.26624 -4.09427
12 C -1.43951 1.12145 -3.51325
13 O -0.26156 1.18276 -2.68714
14 H 0.92717 0.99637 -4.37296
15 H 0.94151 2.59941 -3.61258
16 H 2.22463 1.84523 -1.72910
17 H 3.02362 1.11073 -3.13190
18 H 3.14182 -1.32208 -3.06238
19 H 1.47699 -1.20930 -3.67697
20 H 2.38704 -2.50615 -1.05619
21 H 1.83808 -3.39506 -2.49058
22 H -1.44862 -3.19248 -1.35186
23 H -0.24459 -4.15805 -2.21853
24 H -1.92546 -3.02910 -3.75096
25 H -0.26799 -2.51030 -4.09942
26 H -2.54429 -0.39743 -4.54923
27 H -0.79876 -0.46366 -4.85709
28 H -2.28587 1.35721 -2.87250
29 H -1.38460 1.87294 -4.30153
30 C -5.21115 1.52352 0.13996
31 C -3.72571 1.62642 -0.20818
32 Sb -2.62845 -0.18226 0.06704
33 C -4.11234 -1.65992 -0.27601
34 C -4.58564 -1.71146 -1.72890
35 C -2.34857 -0.25533 2.17573
36 C -3.61477 -0.18375 3.02787
37 H -5.70041 2.48460 -0.02057
38 H -5.37215 1.24577 1.17953
39 H -5.72558 0.79175 -0.48301
40 H -3.21249 2.36627 0.40964
41 H -3.59280 1.93306 -1.24594
42 H -4.92352 -1.41026 0.40771
43 H -3.69528 -2.61405 0.04885
44 H -4.99900 -0.75665 -2.05883
45 H -5.36828 -2.46035 -1.85156
46 H -3.77238 -1.96918 -2.40996
47 H -1.67105 0.56655 2.41504
48 H -1.79193 -1.17535 2.36532
49 H -4.10948 0.78201 2.93730
50 H -3.36138 -0.31592 4.08049
51 H -4.33549 -0.96086 2.77100
52 F 0.06993 -0.57589 7.14532
53 C 0.35868 -0.43947 5.84971
54 C 0.41670 0.83033 5.31062
55 C 0.71528 0.96740 3.96150
56 C 0.95273 -0.15813 3.17569
57 C 0.87541 -1.42768 3.75123
58 C 0.58226 -1.57709 5.09755
59 Sb 1.35785 0.03829 1.12025
60 C 3.31710 -0.70794 0.96681
61 C 4.34331 0.05121 0.40596
62 C 5.62423 -0.46954 0.28930
63 C 5.85647 -1.75626 0.73557
64 F 7.08645 -2.26123 0.62340
65 C 4.86348 -2.54168 1.28929
66 C 3.58724 -2.00810 1.40047
67 C 1.62357 2.13063 1.00263
68 C 2.69381 2.78532 1.61889
69 C 2.80842 4.16543 1.57409
70 C 1.83306 4.88884 0.91093
71 F 1.93736 6.21678 0.86726
72 C 0.75024 4.28594 0.29888
73 C 0.65644 2.90099 0.35169
74 H 0.23599 1.68864 5.94347
75 H 0.76269 1.96326 3.53844
76 H 1.03625 -2.32210 3.16113
77 H 0.52455 -2.54966 5.56684
78 H 4.16055 1.05986 0.05645
79 H 6.43877 0.10475 -0.13149
80 H 5.09778 -3.54183 1.62774
81 H 2.81093 -2.62556 1.83689
82 H 3.44638 2.21984 2.15646
83 H 3.62935 4.68518 2.04948
84 H 0.00526 4.89793 -0.19141
85 H -0.20575 2.43684 -0.12312

Summary:
net charge = +2
largest force on an atom = 0.55 eV/Å
spin multiplicity = 4
DFT total energy = -100910.3483 eV
gap between HOMO and LUMO (spin up / spin down) = 8.59 / 7.73 eV
⟨S²⟩ = 3.7579
highest occupied orbital energy (spin up / spin down) = -13.361 / -13.749 eV


(4)
DFT (the ωB97M-V functional and the def2-TZVPD basis) results for 2 unconnected molecules or ions with the total composition C10H20 at a distorted geometry.

Positions of all 30 atoms, in Å:
1 C -6.09755 1.12029 -5.35262
2 C -6.10406 2.10117 -4.17221
3 C -5.39935 2.02951 -3.07171
4 C -5.51677 2.95781 -1.88873
5 C -4.15879 3.54180 -1.57920
6 H -7.06818 0.71461 -5.68419
7 H -5.40716 0.27886 -5.17386
8 H -5.68476 1.74874 -6.15962
9 H -6.73189 2.98075 -4.36653
10 H -4.64502 1.25601 -2.87606
11 H -6.10434 2.52695 -1.05531
12 H -6.11868 3.76968 -2.34040
13 H -4.18686 4.31297 -0.79109
14 H -3.74239 3.99113 -2.49643
15 H -3.49039 2.72792 -1.25140
16 C 6.01433 -2.15275 0.70540
17 C 6.20648 -2.00123 2.19905
18 C 5.14148 -2.06669 3.04288
19 C 5.03263 -1.99627 4.59371
20 C 4.69219 -3.36564 5.30046
21 H 6.43055 -3.06404 0.24400
22 H 6.48862 -1.27354 0.23781
23 H 4.93095 -2.11832 0.50112
24 H 7.22554 -1.99141 2.60771
25 H 4.17036 -2.10766 2.53215
26 H 4.25905 -1.23356 4.80653
27 H 5.99299 -1.62387 4.99929
28 H 3.61135 -3.58539 5.31073
29 H 5.04000 -3.26182 6.34202
30 H 5.21969 -4.21599 4.83651

Summary:
energy relative to the best compared isomer or geometry (same formula, charge and spin) = 44.7 kcal per mole
largest force on an atom = 2.32 eV/Å
SMILES = C/C=C/CC.C/C=C/CC
spin multiplicity = 1
DFT total energy = -10692.6418 eV
gap between HOMO and LUMO = 10.37 eV
highest occupied orbital energy = -9.102 eV


(5)
DFT (the ωB97M-V functional and the def2-TZVPD basis) results for a molecular structure, C18H22F3IN7O3OsS.

Positions of all 56 atoms, in Å:
1 Os 0.06978 0.84561 0.43069
2 C -0.08094 -2.48200 4.06952
3 N 0.72894 -1.26930 4.16973
4 C 1.87117 -1.12436 4.93343
5 C 2.32736 0.13192 4.73850
6 N 1.44809 0.73748 3.87175
7 C 0.48160 -0.12220 3.52795
8 S -0.87685 0.17605 2.48458
9 H 0.51415 -3.31938 4.42082
10 H -0.34842 -2.64594 3.02816
11 H -0.98333 -2.38227 4.66877
12 H 2.26264 -1.93234 5.52508
13 H 3.20027 0.63154 5.11833
14 H 1.52211 1.67075 3.47546
15 C -0.18939 -4.93401 -1.17438
16 C 0.48798 -3.65785 -1.69114
17 C 0.28786 -3.50170 -3.20701
18 C 1.98320 -3.66140 -1.34197
19 C -0.13940 -2.50322 -1.03697
20 N -0.62644 -1.59260 -0.53032
21 H 0.26454 -5.79513 -1.66401
22 H -1.25624 -4.93356 -1.39754
23 H -0.05001 -5.04240 -0.09856
24 H 0.72647 -4.36356 -3.70951
25 H 0.78381 -2.60329 -3.57463
26 H -0.77116 -3.45849 -3.46200
27 H 2.45969 -4.49029 -1.86575
28 H 2.13306 -3.81371 -0.27249
29 H 2.46243 -2.73325 -1.64931
30 N 1.70184 -0.16329 0.83295
31 C 2.49841 -0.88495 1.29483
32 C 3.41767 -1.66895 1.90872
33 C 4.60573 -1.08734 2.43445
34 N 5.53299 -0.57956 2.88746
35 C 3.04034 -3.00566 2.21559
36 N 2.66091 -4.05506 2.50042
37 F -0.93636 0.51760 -3.92654
38 C 0.38312 0.83085 -3.85956
39 F 0.49229 2.14177 -4.08180
40 F 1.00971 0.17375 -4.81914
41 C 0.91658 0.44185 -2.45590
42 O 0.24882 1.08404 -1.53959
43 O 1.79016 -0.36274 -2.32040
44 I 1.27143 3.15324 1.17065
45 C -3.86316 1.92003 -2.85335
46 N -3.16206 2.21874 -1.60935
47 C -3.31828 3.56986 -1.07574
48 C -2.39746 1.34069 -1.04048
49 O -1.79647 1.56890 0.06303
50 H -3.53923 2.62200 -3.62057
51 H -4.93610 2.02328 -2.70025
52 H -3.63350 0.90827 -3.17621
53 H -4.37790 3.78503 -0.94918
54 H -2.89171 4.27861 -1.78515
55 H -2.81059 3.65118 -0.12106
56 H -2.29743 0.37141 -1.52722

Summary:
net charge = +1
energy relative to the best compared isomer or geometry (same formula, charge and spin) = 1.8 kcal per mole
largest force on an atom = 0.48 eV/Å
spin multiplicity = 5
DFT total energy = -65145.6613 eV
gap between HOMO and LUMO (spin up / spin down) = 7.63 / 5.95 eV
⟨S²⟩ = 6.0335
highest occupied orbital energy (spin up / spin down) = -10.911 / -11.716 eV


(6)
DFT (the ωB97M-V functional and the def2-TZVPD basis) results for 4 unconnected molecules or ions with the total composition C6H20O4 at a distorted geometry.

Positions of all 30 atoms, in Å:
1 C 0.76405 1.56530 -2.35591
2 C -0.58408 2.09680 -1.87082
3 C -0.84709 1.77490 -0.35700
4 C -0.77328 0.28232 -0.04676
5 C 0.11828 0.05437 1.19754
6 C -0.02346 -1.35256 1.79676
7 O -0.74872 -2.24662 0.88003
8 H 1.39831 2.40860 -2.65146
9 H 1.34371 0.91403 -1.70945
10 H 0.63617 1.14456 -3.35809
11 H -1.45592 1.60812 -2.30815
12 H -0.64064 3.17737 -1.97414
13 H -0.10678 2.35376 0.20537
14 H -1.81483 2.22653 -0.13211
15 H -1.73968 -0.20767 0.00412
16 H -0.23564 -0.22459 -0.85069
17 H 1.15113 0.09628 0.83742
18 H -0.06374 0.81868 1.95079
19 H -0.62822 -1.40168 2.70244
20 H 0.94297 -1.85683 1.85465
21 H -0.48206 -3.13283 1.14325
22 O 3.24704 0.31009 0.38523
23 H 2.98828 1.17142 0.04038
24 H 2.78689 0.20931 1.22134
25 O 1.13264 -3.35733 -1.03381
26 H 1.77561 -3.20371 -1.73384
27 H 1.07511 -2.51186 -0.57356
28 O -3.39226 -0.92263 2.13419
29 H -2.64857 -1.22842 1.60673
30 H -3.17524 -0.56570 2.99556

Summary:
energy relative to the best compared isomer or geometry (same formula, charge and spin) = 26.6 kcal per mole
largest force on an atom = 2.20 eV/Å
SMILES = CCCCCCO.O.O.O
spin multiplicity = 1
DFT total energy = -14735.3016 eV
gap between HOMO and LUMO = 11.14 eV
highest occupied orbital energy = -10.616 eV